Record 1
16
Properties=species:S:1:pos:R:3:forces:R:3:lowdin_charge:R:1 method="wB97M-V/def2-TZVPD" smiles="C=N[C@]1(C)[C@@H]2C[C@@H]21" multiplicity=1 orbital_gap_ev=9.902 e_homo_ev=-8.74 e_lumo_ev=1.162 largest_force_ha_per_bohr=0.1054
C -1.284981 -1.581455 1.180929 0.37 1.14 3.34 -0.061
N -0.474438 -1.434767 0.246646 0.12 -1.96 -0.45 0.008
C -0.376916 -0.037998 -2.024808 2.81 -2.00 4.18 0.073
H -1.642525 -0.771221 2.014075 0.58 -1.16 -2.34 0.124
C 0.084473 -0.282082 -0.249029 -2.39 0.60 -4.18 -0.452
H -0.247408 -0.943574 -2.643899 0.49 0.68 0.50 0.070
H -0.046903 1.961429 0.185585 0.17 -0.25 0.07 0.127
C 1.456199 0.152139 0.047109 0.59 2.04 -1.61 -0.079
H 2.055106 0.683094 -0.822024 -0.81 -1.39 2.36 0.161
C 1.244413 0.570987 1.496521 -0.79 -0.09 -2.27 -0.067
C 0.186282 0.951125 0.509520 0.28 0.58 0.02 -0.155
H 0.275017 0.789971 -2.077149 0.96 0.67 -1.32 0.021
H -1.342074 -2.599704 1.570592 -0.88 -0.05 -0.35 0.060
H -1.330627 0.306913 -2.096182 -2.89 0.78 0.14 0.007
H 1.011127 -0.181239 2.202032 0.13 -0.58 0.81 0.080
H 1.756285 1.439207 1.755497 1.25 0.98 1.10 0.083

Record 2
16
Properties=species:S:1:pos:R:3:forces:R:3:lowdin_charge:R:1 method="wB97M-V/def2-TZVPD" charge=+1 multiplicity=2 orbital_gap_ev="14.058 / 4.192" e_homo_ev="-16.99 / -15.65" e_lumo_ev="-2.935 / -11.458" largest_force_ha_per_bohr=0.0629
H -2.776294 1.960157 -0.850856 -0.18 0.66 -0.77 0.119
H 1.663027 0.104395 -0.845569 -0.19 0.10 -0.31 0.088
H 3.110057 -1.989872 -0.431126 -0.13 -0.18 -0.51 0.129
H -3.172685 1.462673 0.897669 0.02 0.32 -0.35 0.106
H 2.788790 0.072736 0.421731 -0.79 0.08 0.52 0.160
H -0.505045 1.434087 -0.630588 -0.33 -0.05 -0.45 0.081
H 1.942967 -2.452094 0.746039 -0.16 -0.50 0.59 0.081
C 1.821655 -0.424952 0.086740 1.93 -0.19 -1.77 -0.100
H -3.203609 0.335944 -0.359649 -1.38 -2.07 -1.29 0.058
H -0.896400 -0.034962 0.212665 -0.54 -0.03 -0.23 0.158
H 1.378369 -2.207681 -0.909074 -0.15 -0.81 -0.94 0.083
H 1.095088 -0.186493 0.824934 -0.99 0.45 1.60 0.067
C 2.046204 -1.880874 -0.149504 0.09 1.05 0.82 -0.090
H -0.874675 1.587435 1.043696 -0.29 -0.20 -0.24 0.098
C -1.202923 1.079080 0.124615 1.01 1.11 0.86 -0.042
C -2.756534 1.212359 -0.081830 2.09 0.26 2.46 0.004

Record 3
15
Properties=species:S:1:pos:R:3:forces:R:3:lowdin_charge:R:1 method="wB97M-V/def2-TZVPD" charge=+1 multiplicity=1 orbital_gap_ev=8.810 e_homo_ev=-12.99 e_lumo_ev=-4.180 largest_force_ha_per_bohr=0.0760
Cl -2.952472 0.791351 0.159007 -0.63 0.04 0.03 0.749
H -1.679604 -0.989804 1.169147 -0.34 -0.19 0.76 0.080
N -0.091076 1.837371 0.263860 -0.70 3.09 0.87 0.096
H 2.672974 -1.030251 0.780001 0.59 0.69 -0.77 0.194
N 2.384199 -0.268541 0.131024 -0.11 -0.09 -0.45 0.180
C 0.123316 0.553515 0.297941 -3.00 -0.30 -0.01 -0.296
H 2.873769 0.637631 0.321406 -0.12 -0.81 -0.38 0.189
H -1.124906 2.067009 0.399769 1.66 -0.10 -0.42 0.056
H -2.005112 -1.229224 -1.981099 0.20 0.42 1.18 0.147
O -0.738982 -2.238926 -0.800708 1.38 -1.58 0.38 0.062
N 0.983580 -0.323610 0.323431 -0.58 -2.00 0.50 -0.006
H 2.378798 -0.604014 -0.868333 1.30 0.49 1.07 0.207
C -1.527332 -1.377416 -0.952606 -1.83 1.58 -0.79 -0.336
C -1.861645 -0.494161 0.245217 3.49 1.12 -1.35 -0.498
H 0.564492 2.669066 0.511939 -1.32 -2.34 -0.61 0.176

Record 4
17
Properties=species:S:1:pos:R:3:forces:R:3:lowdin_charge:R:1 method="wB97M-V/def2-TZVPD" smiles="C[C@H]1CC=CCO1" multiplicity=1 orbital_gap_ev=10.567 e_homo_ev=-9.45 e_lumo_ev=1.114 largest_force_ha_per_bohr=0.0052
C -0.068245 -0.254991 1.790562 -0.13 0.06 0.23 -0.204
H 1.122017 -0.568181 -2.476461 -0.03 -0.06 0.11 0.080
H 1.986990 0.373318 -0.382318 -0.09 -0.02 -0.03 0.139
H -0.091422 1.409591 -1.574065 0.02 -0.06 0.24 0.115
C 0.973021 -0.051640 -0.380374 0.08 0.12 -0.22 -0.392
H 1.493343 -1.903675 -1.363754 -0.09 0.12 0.00 0.081
H -0.191834 -1.393997 -1.602823 0.12 0.01 0.02 0.086
C 0.841948 -1.040797 -1.528921 0.00 0.00 -0.05 -0.045
C -1.386193 0.719342 0.025051 0.00 -0.10 0.09 -0.100
H 0.357160 0.655892 2.249089 -0.05 -0.10 -0.07 0.127
C -1.408114 0.057080 1.179168 0.02 0.12 -0.16 -0.070
H 0.335644 1.981618 0.040418 -0.07 -0.15 -0.10 0.120
O 0.828808 -0.786069 0.830999 -0.01 -0.04 0.00 -0.117
H -0.136729 -1.007612 2.577724 -0.04 0.05 -0.08 0.120
H -2.290043 0.973390 -0.521610 0.08 -0.05 0.08 0.101
H -2.328304 -0.273674 1.657026 0.18 0.08 -0.08 0.103
C -0.038047 1.110403 -0.519711 0.01 0.01 0.04 -0.145